(1)
{
  "formula": "C6H12N2O",
  "method": "ωB97M-V with the def2-TZVPD basis set",
  "symbols": ["N", "H", "H", "C", "C", "H", "C", "H", "H", "C", "O", "H", "N", "H", "H", "H", "C", "H", "H", "H", "C"],
  "coordinates": [[-2.850476, 1.837582, 0.165257], [0.033681, -1.285114, 1.009758], [-2.900082, -2.260253, -0.866957], [2.778047, 0.048417, 0.180540], [-2.574942, 0.678702, 0.135562], [3.391794, 0.532229, -0.616500], [0.981709, 1.726222, -0.499176], [0.035496, 0.255190, 2.072079], [2.941779, -1.093178, 0.171251], [1.166933, 0.206246, -0.107166], [0.887130, -0.582993, -1.229970], [-3.626344, -1.848405, 0.591753], [-2.114141, -0.477663, -0.168556], [-0.158334, 1.767340, -0.672157], [3.082182, 0.748526, 0.968289], [1.482947, 2.443692, 0.238087], [0.342106, -0.190181, 1.067953], [1.610148, 1.982273, -1.421714], [-0.040688, -0.405218, -1.630106], [-1.867716, -2.304884, 0.546445], [-2.601224, -1.778537, 0.065332]],
  "forces_ev_per_angstrom": [[0.16, -1.56, 0.39], [0.62, 1.48, 0.20], [0.78, 0.03, -0.41], [-1.36, -0.73, -1.33], [-0.44, 1.24, -0.54], [-0.89, -0.81, -0.28], [0.15, -0.13, -0.29], [0.93, 0.07, -1.85], [0.39, 2.01, 0.75], [2.35, 2.75, 0.04], [-1.82, -0.38, -1.21], [1.70, 0.37, 0.00], [0.89, 1.12, -0.51], [1.85, 1.06, 0.24], [-0.29, -1.20, 0.86], [-1.55, -0.97, -0.41], [-1.37, -2.37, 1.02], [-1.31, -0.81, 0.82], [2.17, -0.17, 1.47], [1.67, -1.68, 1.19], [-4.60, 0.70, -0.16]],
  "spin_multiplicity": 1,
  "homo_lumo_gap_ha": [0.373, 0.219],
  "lumo_energy_ev": [0.0, -2.2],
  "relative_energy_kj_mol": 581.81
}


(2)
{
  "formula": "C18H42BaCl6F6O6P",
  "method": "ωB97M-V with the def2-TZVPD basis set",
  "symbols": ["H", "H", "C", "C", "H", "H", "H", "H", "H", "H", "H", "H", "H", "H", "H", "Cl", "C", "C", "C", "C", "H", "H", "O", "H", "C", "H", "F", "H", "H", "F", "H", "H", "Cl", "H", "H", "H", "O", "C", "O", "Cl", "O", "H", "Cl", "F", "C", "H", "C", "O", "H", "C", "Cl", "H", "H", "Cl", "C", "O", "H", "H", "H", "C", "H", "F", "H", "H", "P", "C", "H", "H", "C", "H", "H", "F", "H", "Ba", "H", "F", "C", "H", "C", "C"],
  "coordinates": [[3.882549, -2.336389, -1.215885], [-1.791888, -5.164040, -2.578662], [0.012529, 6.740151, -4.251586], [3.412879, -1.125120, 0.447718], [-1.538796, -2.933029, -2.934225], [-2.173329, 1.518461, 6.029365], [-2.278729, -6.102736, 0.294368], [-4.938779, -0.807724, 0.465883], [-1.000019, 7.124432, -4.374730], [2.448517, -0.722630, 2.818276], [-0.297609, -7.417009, 1.359674], [4.381476, -1.108095, 0.947353], [-2.773189, -2.374647, -1.878726], [2.335851, 5.120846, -4.346610], [3.937095, -0.595949, -1.594457], [3.778701, 1.811485, 3.986460], [2.450045, 2.305819, 2.903285], [0.199278, -7.382971, 0.390112], [2.624353, 3.744252, 2.310201], [2.173569, -1.745676, 2.561623], [0.828571, 7.458838, -4.176196], [2.408269, 1.499539, 2.170981], [2.379003, -1.967501, 1.172129], [-1.116386, -1.808825, -1.629395], [-1.637369, -6.165215, -0.584754], [1.165869, -1.908686, 2.943824], [-0.208738, -1.292197, 0.306420], [0.722922, 3.401557, -0.642557], [1.749080, 4.050970, 1.737550], [-1.817111, 1.246659, 1.434549], [3.123335, -0.082586, 0.579511], [-0.160900, 3.263683, -4.082688], [-6.328300, -0.580835, -1.301056], [1.547993, 2.177519, 3.501560], [-3.741579, 1.138950, -0.748131], [1.541272, 2.747211, -3.922173], [1.991538, -1.557058, -1.548218], [0.674953, 3.094940, -1.687454], [0.860850, 4.122244, -2.547076], [2.699370, 4.920314, 3.748965], [-1.497564, -3.784240, -0.935008], [-0.439400, 1.070113, 4.154782], [1.076543, 0.008086, 5.736879], [-0.621957, -0.506527, 2.526492], [-0.261865, 1.126095, 5.228778], [1.279087, -7.366561, 0.537896], [-4.676389, 1.329045, -0.220782], [0.387147, 5.745576, -5.266210], [0.846669, -1.167956, -3.234084], [1.836506, -1.013425, -2.804602], [-1.052707, 0.560889, 7.852680], [2.461911, -1.598928, -3.478520], [-1.848759, -7.082734, -1.133909], [-5.702677, 2.557165, -0.975850], [-1.725186, -2.673985, -1.891986], [-0.298900, -6.148031, -0.243150], [-3.098213, -4.710169, -1.390013], [-6.287824, 0.175393, 0.852850], [-0.229451, 2.546665, -1.951161], [-2.055690, -4.993430, -1.534914], [1.772514, 4.303912, -5.722812], [0.485736, 0.640163, 1.009754], [-4.394628, 1.704664, 0.762890], [1.459165, 2.338049, -1.702674], [-1.045972, -0.107337, 0.996484], [0.864091, 3.601309, -3.929367], [1.970841, 0.060110, -2.937213], [2.736359, -2.485710, 3.130581], [3.380783, -1.378541, -1.078545], [3.499971, 3.964013, 1.699381], [-0.095174, -8.287721, -0.141715], [-2.265596, -1.129079, 1.150983], [-0.104419, 6.374213, -3.231522], [0.772040, -3.819979, 0.285056], [-1.859824, -0.179858, 5.620571], [-1.302953, 0.336050, -0.519330], [-1.443394, 0.711252, 6.090256], [0.030689, 2.173924, 5.296351], [-5.494775, 0.061203, 0.113838], [1.416117, 4.737370, -4.788361]],
  "forces_ev_per_angstrom": [[0.17, -0.06, -0.60], [0.25, 0.30, 0.08], [-0.87, -0.74, -0.17], [-2.12, 1.14, 0.70], [0.40, -0.57, 0.13], [-0.20, -0.18, 0.05], [0.04, -0.19, 0.23], [0.70, 0.53, 0.08], [0.40, 0.36, -1.37], [0.01, -0.15, 0.26], [0.16, -0.22, 0.18], [0.21, -1.03, -0.30], [-0.08, -0.04, 0.40], [-0.61, 0.98, 0.56], [-0.29, 0.04, -0.03], [0.27, 0.16, -0.10], [0.31, 0.27, -0.37], [-1.19, 0.44, 0.48], [-0.45, -0.08, 1.61], [0.91, 0.15, 0.91], [0.21, 0.30, -0.36], [-0.05, 0.51, -0.44], [1.29, 0.13, -1.92], [-0.08, -0.29, 0.23], [-2.30, 0.14, -1.36], [-0.54, 0.26, -0.93], [0.91, -2.80, 0.18], [-0.65, 0.43, -0.18], [-0.11, -0.23, 0.16], [0.41, -1.30, 0.40], [-0.65, 0.05, 0.19], [0.02, 0.02, -0.77], [-0.31, -0.34, -0.86], [0.01, 0.56, -0.17], [-0.43, -0.03, -0.40], [0.29, 0.10, -0.65], [1.24, 0.50, 1.99], [-0.36, -2.25, 1.77], [0.90, 1.40, -2.92], [-0.08, -0.67, -1.11], [0.86, 0.78, -2.35], [-0.28, -0.90, 0.13], [0.19, 0.48, -1.01], [-0.62, -0.16, -0.50], [0.54, -0.03, 0.45], [-0.09, 0.36, -0.33], [-0.46, -0.91, 1.68], [0.61, -0.08, 3.16], [-0.41, -0.31, 0.68], [-0.48, -0.52, -2.31], [-0.41, -0.08, -0.94], [0.45, 0.49, -0.45], [-0.26, -0.19, 0.14], [0.26, 0.06, -0.17], [-0.34, 0.21, 0.38], [2.34, -0.40, 0.12], [-0.47, -1.27, -0.63], [0.20, 0.73, -0.02], [-0.44, -0.03, 0.56], [0.19, 0.23, 2.35], [-0.42, 0.08, -0.25], [-1.30, 0.71, -0.46], [0.14, 0.28, -0.10], [0.55, -0.15, -0.50], [1.95, 2.13, 1.43], [-0.71, 1.69, 2.98], [0.59, 0.12, 0.58], [0.68, 0.30, 0.08], [-0.71, -1.67, 1.55], [0.14, -0.53, 0.32], [0.07, 0.26, -0.39], [-0.57, 0.80, -0.61], [0.92, -1.20, 0.25], [0.16, 1.31, 0.03], [-0.04, -0.26, 0.78], [-0.76, 0.30, -0.53], [-0.20, 1.07, -0.47], [0.33, -0.10, 1.01], [-0.03, -0.33, -0.19], [0.07, -0.87, -2.09]],
  "spin_multiplicity": 2,
  "homo_lumo_gap_ha": [0.287, 0.088],
  "lumo_energy_ev": [-5.4, -10.8],
  "charge": 2
}


(3)
{
  "formula": "C22H29N9OPdS",
  "method": "ωB97M-V with the def2-TZVPD basis set",
  "symbols": ["C", "S", "H", "C", "H", "N", "H", "H", "H", "C", "C", "H", "N", "N", "H", "H", "C", "H", "Pd", "H", "N", "N", "H", "C", "H", "C", "H", "H", "N", "H", "H", "C", "C", "C", "C", "H", "C", "C", "H", "H", "C", "H", "N", "H", "C", "H", "H", "H", "C", "C", "C", "H", "N", "C", "H", "C", "H", "C", "C", "H", "H", "O", "N"],
  "coordinates": [[1.005025, 1.826827, -4.883331], [2.008897, -0.411114, 0.107589], [-3.001197, 1.873406, 0.547668], [-3.573166, -2.064346, 2.777306], [-1.529041, -0.194503, 2.091336], [1.047437, 2.324976, -1.193076], [2.617920, 4.813306, -4.499499], [-0.546714, 4.983103, 4.593136], [0.117161, -3.841368, -2.198621], [-2.915067, 3.248086, 2.209339], [2.102243, 3.897843, -4.243999], [0.687454, 1.168057, -5.679748], [1.525921, -2.709501, -1.171545], [1.658755, -2.837874, 1.135013], [-0.879312, -1.416731, -1.777662], [1.179599, -1.332940, -2.750720], [1.672869, -2.110207, 0.014612], [1.453391, -4.800877, -1.561612], [-0.001406, 0.818786, -0.362893], [2.576685, 5.059063, -1.596356], [-0.088597, 4.399466, 3.912847], [-1.050292, 2.213564, 1.200741], [2.872705, -1.530156, -2.284761], [1.680668, 3.013768, -5.212987], [1.867904, 3.240589, -6.253130], [1.827714, 3.552654, -2.924889], [0.903902, 4.269285, 3.978248], [1.054920, -2.960929, 3.115277], [-2.169200, 3.909588, 3.079394], [1.327193, -4.932849, 1.348596], [0.203128, 0.581986, -3.325925], [-2.804542, -1.834969, 1.488750], [1.929322, -2.051511, -2.414944], [0.736159, 1.490749, -3.574194], [-1.829593, -0.873987, 1.307208], [2.048318, -2.819552, -3.175529], [1.161763, 2.375055, -2.585189], [0.790099, -3.962974, -1.349487], [2.672718, -4.475065, 0.275356], [-3.881436, -3.421143, 0.564754], [-1.456824, -1.558816, -0.872136], [-2.644603, -3.167020, -1.622933], [-3.324381, -1.232270, 3.814388], [0.781020, 2.683272, 2.029771], [-0.848109, 3.732213, 3.025086], [0.195078, -4.183150, -0.467819], [1.691368, 3.690816, 0.305835], [-3.868537, -1.371139, 4.651787], [-2.429383, -2.533469, -0.774163], [-2.377869, 2.388483, 1.264989], [-0.286616, 2.868813, 2.056621], [-2.781993, -0.392558, 3.742908], [2.092815, 4.183942, -1.720974], [1.503363, -2.222258, 2.452700], [2.836796, -4.301966, 2.018559], [2.138735, -4.224346, 1.186114], [2.468287, -1.920071, 2.861816], [-3.111440, -2.673545, 0.422106], [1.611451, 3.419957, -0.731830], [-3.985516, 3.407797, 2.260047], [0.859342, -1.351270, 2.391556], [-4.351540, -2.986097, 2.831068], [-1.171751, -0.734880, 0.147431]],
  "forces_ev_per_angstrom": [[-0.01, -0.02, 0.02], [-0.40, 0.42, -0.37], [0.03, -0.02, 0.01], [0.02, 0.02, -0.03], [-0.02, 0.04, -0.01], [-0.05, -0.04, -0.09], [0.00, 0.00, 0.00], [0.00, 0.00, -0.01], [0.01, 0.00, -0.01], [0.03, 0.00, 0.02], [0.02, 0.04, -0.02], [-0.01, 0.00, 0.00], [-0.07, 0.08, -0.05], [0.02, 0.08, -0.02], [-0.06, 0.03, 0.00], [-0.01, -0.01, -0.01], [0.05, -0.32, 0.00], [0.00, 0.01, 0.00], [0.63, 0.12, 1.06], [-0.01, -0.01, 0.01], [0.02, 0.02, 0.02], [-0.24, -0.08, -0.61], [-0.01, 0.02, 0.01], [0.00, 0.02, 0.01], [0.01, 0.00, 0.00], [-0.06, -0.13, -0.02], [-0.01, 0.00, 0.00], [-0.01, 0.01, -0.01], [-0.02, 0.02, 0.03], [-0.01, 0.01, 0.00], [-0.02, 0.01, -0.01], [-0.01, -0.06, 0.00], [0.04, -0.04, 0.01], [-0.03, 0.00, 0.00], [0.15, -0.03, 0.06], [0.01, 0.00, 0.00], [0.14, 0.12, -0.01], [-0.03, -0.03, 0.00], [0.00, 0.01, 0.00], [0.00, 0.00, 0.00], [-0.10, -0.03, 0.09], [-0.01, 0.00, 0.00], [0.00, 0.00, 0.04], [0.00, 0.00, -0.02], [-0.03, -0.08, -0.07], [0.01, 0.01, 0.00], [0.01, 0.02, 0.00], [0.00, 0.00, -0.01], [0.02, -0.01, -0.01], [-0.01, 0.08, -0.14], [0.12, -0.12, 0.18], [-0.02, 0.01, -0.02], [0.05, 0.04, 0.03], [-0.01, 0.00, 0.05], [0.00, 0.01, 0.00], [0.06, -0.03, 0.00], [0.01, -0.01, -0.01], [-0.02, 0.02, 0.01], [0.02, -0.07, -0.01], [0.00, 0.00, 0.00], [0.00, 0.00, -0.01], [0.01, -0.03, 0.01], [-0.20, -0.09, -0.12]],
  "spin_multiplicity": 1,
  "homo_lumo_gap_ha": [0.266, 0.266],
  "lumo_energy_ev": [-6.9, -6.9],
  "charge": 2,
  "relative_energy_kj_mol": 122.42
}


So what do the calculations give for E_tot? Going down the list: -11438.6407; -133040.0189; -53046.4055 eV.
So what do the calculations give for max |F|? Going down the list: 4.66; 3.50; 1.24 eV Å⁻¹.